Below is a molecular structure, C46H24N10SSn, with properties calculated with ωB97M-V with the def2-TZVPD basis set.

The value obtained for the HOMO-LUMO gap is 6.47 eV. As for the highest occupied orbital energy: -0.2918 Eh. The value obtained for the max |F| is 0.4 eV/Å.

ORCA input file:
```
! wB97M-V def2-TZVPD RIJCOSX def2/J DEFGRID3
* xyz 0 1
H 7.553 -0.154 0.231
N 1.979 -0.251 -0.873
C 2.819 0.346 0.216
H 2.425 -4.398 -4.198
H 1.900 -1.297 1.398
N -0.996 2.740 -0.166
C -5.236 -1.462 2.185
C 0.295 2.688 -0.193
C 5.189 -1.815 -1.537
C 2.753 2.199 1.939
C 1.438 -4.700 -3.875
H 7.322 -1.968 -1.409
C -0.973 -3.300 -1.545
C 2.199 -0.259 1.519
C 5.457 0.250 0.371
C -3.965 -2.667 0.529
C 0.291 3.824 3.595
C 4.096 -1.116 -1.057
C -2.779 4.163 -1.108
H 3.109 3.226 1.959
C 0.812 -5.836 -4.377
N -2.150 -3.394 -0.996
N 2.585 1.791 0.431
H -7.028 -4.000 0.808
C 1.234 2.033 2.119
C -1.151 -5.454 -3.002
H -7.226 -2.210 2.471
C -1.255 0.654 2.233
H 1.260 4.308 3.621
C -0.460 -6.209 -3.945
C 4.211 -0.115 -0.106
H 5.062 -2.592 -2.279
C 0.739 -3.956 -2.948
C -2.040 3.789 4.179
C 2.677 -1.199 -1.432
N 0.708 0.048 -4.518
S 1.117 3.915 -1.127
C -2.061 6.005 -2.499
H 3.578 -0.845 3.201
C -1.114 1.995 2.859
H -0.918 -7.099 -4.356
C -1.439 3.825 -0.913
C 0.960 0.649 1.609
C -3.078 5.252 -1.897
N 0.023 -2.363 -1.408
C -0.428 4.581 -1.518
H -2.890 4.246 4.670
C 1.132 1.817 0.625
C -4.076 -1.652 1.467
C -5.006 -3.530 0.265
C 3.495 1.252 2.818
H 5.577 1.046 1.092
H -2.138 -5.730 -2.658
H -2.321 6.854 -3.118
H -4.112 5.528 -2.059
Sn -0.370 -0.186 -1.238
C 0.144 2.632 2.897
H -4.907 -4.317 -0.471
H -5.313 -0.669 2.918
N -1.925 -1.572 0.521
C -0.794 4.401 4.234
H -0.671 5.335 4.766
C -0.525 -4.322 -2.522
N -2.523 0.054 2.239
C -0.733 5.678 -2.322
C 0.341 -0.134 -3.436
C -2.762 -0.945 1.473
C -2.593 -2.547 -0.030
H 1.318 -6.442 -5.117
C 6.438 -1.458 -1.051
H 4.213 1.603 3.547
N 2.275 -2.211 -2.253
C -6.186 -3.344 0.985
C 3.155 -0.020 2.642
N -0.255 0.003 1.784
C -6.298 -2.328 1.928
C -2.195 2.592 3.502
H -3.152 2.091 3.463
H 0.049 6.254 -2.797
H -3.551 3.565 -0.640
C 6.567 -0.431 -0.118
C 1.099 -2.735 -2.198
*
```